1.
Molecular formula: C10H13OP
Method: DFT, wB97M-V/def2-TZVPD

Energy   -805.31348 hartree
SMILES   C[P@H](=O)c1ccccc1.C1=CC1
E_LUMO   0.8 eV
Orbital gap   10.35 eV
Total charge   0
Energy above the lowest of the compared OMol25 structures with the same formula, charge and spin   191.5 kJ/mol
HOMO level   -9.6 eV

Each line ends with the Löwdin charge.
Cartesian coordinates (Å):
C 0.509 -0.657 1.672  -0.23
P -0.639 -0.889 0.360  0.67
O -1.893 -1.631 0.763  -0.40
C 0.285 -1.647 -1.111  -0.28
C -0.573 -1.901 -2.127  -0.13
C -0.029 -2.449 -3.246  -0.08
C 1.328 -2.633 -3.332  -0.10
C 2.171 -2.469 -2.286  -0.10
C 1.683 -1.865 -1.151  -0.06
H 1.453 -0.064 1.435  0.08
H 0.114 -0.239 2.611  0.05
H 0.892 -1.611 1.924  0.03
H -0.919 0.312 -0.101  0.00
H -1.620 -1.543 -2.069  0.13
H -0.764 -2.507 -4.072  0.12
H 1.794 -3.035 -4.175  0.09
H 3.168 -2.728 -2.489  0.10
H 2.336 -1.573 -0.278  0.11
C -1.836 3.714 1.998  -0.07
C -0.894 3.420 1.143  -0.06
C -1.912 2.316 1.413  -0.18
H -2.068 4.411 2.837  0.10
H 0.032 3.599 0.636  0.08
H -1.516 1.501 2.117  0.08
H -2.640 2.000 0.767  0.04

***

2.
Molecular formula: C10H14BClN6Pd
Method: DFT, wB97M-V/def2-TZVPD

Energy   -1330.13173 hartree
E_LUMO (alpha / beta)   -6.9 / -11.9 eV
Orbital gap (alpha / beta)   8.41 / 4.22 eV
Multiplicity   5
Total charge   +2
HOMO level (alpha / beta)   -15.3 / -16.1 eV

Each line ends with the Löwdin charge.
Cartesian coordinates (Å):
H 1.967 1.351 3.001  0.13
N 1.112 0.005 1.648  0.04
B -0.327 -1.592 0.415  -0.44
N 0.463 -1.182 1.691  0.03
C 0.460 -1.587 2.977  0.02
Pd 0.697 1.524 -0.767  0.83
H 0.002 -2.526 3.246  0.15
C 1.112 -0.624 3.747  0.02
H 1.277 -0.642 4.808  0.13
C 1.499 0.385 2.864  -0.02
H -0.782 -2.692 0.521  0.14
C 0.312 2.781 -2.274  -0.18
H 0.926 3.654 -2.004  0.02
H -0.756 3.031 -2.216  0.02
H 0.603 2.319 -3.224  0.03
N 0.538 -1.414 -0.868  0.06
N -1.447 -0.524 0.253  -0.01
N 0.979 -0.171 -1.378  -0.12
N -1.122 0.789 -0.003  -0.09
C 0.883 -2.373 -1.741  0.07
C -2.782 -0.630 0.398  0.00
H 0.573 -3.392 -1.560  0.17
H -3.226 -1.591 0.602  0.15
C 1.619 -1.804 -2.778  0.08
C -3.336 0.633 0.210  0.00
C 1.685 -0.437 -2.517  -0.02
C -2.263 1.501 -0.030  -0.10
H 2.057 -2.321 -3.613  0.14
H -4.372 0.900 0.236  0.12
H 2.157 0.359 -3.066  0.13
H -2.226 2.568 -0.198  0.11
H 1.152 0.532 0.756  0.02
Cl 0.566 3.172 0.865  0.38

***

3.
Molecular formula: C10H14BCuN7O3
Method: DFT, wB97M-V/def2-TZVPD

Energy   -2663.71751 hartree
E_LUMO (alpha / beta)   0.5 / -1.8 eV
Orbital gap (alpha / beta)   9.72 / 7.33 eV
Multiplicity   2
Total charge   0
Energy above the lowest of the compared OMol25 structures with the same formula, charge and spin   0.0 kJ/mol
HOMO level (alpha / beta)   -9.2 / -9.2 eV

Each line ends with the Löwdin charge.
Cartesian coordinates (Å):
H -0.188 2.881 0.878  0.10
N 0.151 1.699 -0.813  0.01
B 0.775 0.811 -3.106  -0.50
N 0.614 1.961 -2.082  -0.03
C 0.887 3.274 -2.212  -0.07
Cu -0.463 -0.312 -0.369  0.66
H 1.282 3.641 -3.151  0.12
C 0.583 3.881 -0.997  -0.05
H 0.660 4.925 -0.764  0.09
C 0.123 2.855 -0.148  -0.11
H 1.266 1.168 -4.126  0.12
C -1.786 -2.655 1.029  -0.03
H -2.090 -2.470 2.062  0.04
H -0.892 -3.307 1.051  0.04
H -2.564 -3.202 0.480  0.03
N -0.631 0.205 -3.256  0.00
N 1.585 -0.313 -2.413  0.00
N -1.261 -0.293 -2.118  -0.03
N 1.192 -0.900 -1.214  -0.03
C -1.438 0.079 -4.327  -0.05
C 2.728 -0.873 -2.832  -0.06
H -1.098 0.421 -5.298  0.13
H 3.169 -0.492 -3.749  0.13
C -2.609 -0.542 -3.899  -0.05
C 3.066 -1.870 -1.931  -0.06
C -2.473 -0.747 -2.507  -0.09
C 2.076 -1.870 -0.930  -0.09
H -3.475 -0.787 -4.511  0.10
H 3.922 -2.505 -2.013  0.09
H -3.167 -1.148 -1.765  0.12
H 1.972 -2.454 -0.028  0.12
H -1.538 -1.677 0.521  -0.03
O 0.761 1.084 2.202  0.02
N -0.043 0.144 2.327  -0.48
O -0.075 -0.673 3.262  0.05
O -1.022 0.063 1.403  -0.20

***

4.
Molecular formula: C10H14BFN6Ti
Method: DFT, wB97M-V/def2-TZVPD

Energy   -1691.52870 hartree
E_LUMO   -11.5 eV
Orbital gap   2.56 eV
Total charge   +2
HOMO level   -14.1 eV

Each line ends with the Löwdin charge.
Cartesian coordinates (Å):
H 0.087 -4.435 -0.380  0.14
N -0.192 -2.311 -0.503  -0.10
B -0.362 0.084 -1.366  -0.46
N 0.088 -1.391 -1.466  0.06
C 0.501 -2.027 -2.585  0.09
Ti -1.626 -2.588 0.688  1.56
H 0.694 -1.471 -3.495  0.17
C 0.555 -3.394 -2.315  0.05
H 0.840 -4.172 -2.999  0.14
C 0.098 -3.570 -1.016  -0.04
H -0.794 0.366 -2.466  0.13
C 2.010 1.446 4.484  -0.04
H 1.558 1.418 5.481  0.03
H 1.284 1.089 3.746  0.00
H 2.272 2.483 4.253  0.03
N 0.788 1.145 -1.135  -0.09
N -1.560 0.213 -0.399  0.06
N 1.579 1.202 -0.014  0.04
N -1.848 -0.709 0.562  -0.10
C 1.142 2.132 -2.009  -0.09
C -2.613 1.047 -0.549  0.09
H 0.619 2.232 -2.946  0.11
H -2.609 1.799 -1.327  0.17
C 2.193 2.848 -1.440  -0.04
C -3.579 0.697 0.393  0.05
C 2.436 2.224 -0.191  -0.12
C -3.102 -0.412 1.077  -0.03
H 2.700 3.685 -1.869  0.10
H -4.536 1.167 0.531  0.14
H 3.188 2.497 0.532  0.11
H -3.475 -0.932 1.938  0.14
H 2.863 0.864 4.475  -0.02
F -1.201 -3.229 2.307  -0.26

***

5.
Molecular formula: C10H14BIN6Zn
Method: DFT, wB97M-V/def2-TZVPD

Energy   -2819.91006 hartree
E_LUMO   0.2 eV
Orbital gap   7.17 eV
Total charge   0
Energy above the lowest of the compared OMol25 structures with the same formula, charge and spin   0.0 kJ/mol
HOMO level   -7.0 eV

Each line ends with the Löwdin charge.
Cartesian coordinates (Å):
H -0.296 2.888 0.872  0.09
N -0.236 1.870 -0.930  0.05
B 0.536 0.684 -3.036  -0.46
N 0.419 1.929 -2.099  0.04
C 0.974 3.142 -2.168  -0.02
Zn -0.878 -0.831 -0.358  0.30
H 1.477 3.442 -3.068  0.13
C 0.717 3.818 -0.979  -0.01
H 0.968 4.821 -0.734  0.10
C -0.003 2.939 -0.163  -0.05
H 0.920 1.009 -4.125  0.12
C -1.185 -2.656 0.294  -0.33
H -1.538 -2.560 1.337  -0.06
H -0.237 -3.221 0.236  -0.03
H -1.965 -3.053 -0.381  -0.05
N -0.875 0.021 -3.156  0.00
N 1.498 -0.401 -2.452  -0.03
N -1.544 -0.471 -2.015  -0.10
N 1.106 -1.013 -1.278  -0.02
C -1.653 -0.101 -4.247  -0.04
C 2.720 -0.865 -2.829  -0.07
H -1.265 0.200 -5.218  0.13
H 3.200 -0.563 -3.755  0.12
C -2.869 -0.669 -3.842  -0.04
C 3.144 -1.779 -1.859  -0.06
C -2.755 -0.893 -2.468  -0.10
C 2.111 -1.817 -0.903  -0.15
H -3.715 -0.892 -4.462  0.09
H 4.062 -2.341 -1.836  0.09
H -3.472 -1.313 -1.769  0.12
H 2.087 -2.351 0.041  0.10
H -0.886 1.113 -0.831  0.05
I 0.347 -0.077 1.921  0.07

***

6.
Molecular formula: C10H14BN7O2Os
Method: DFT, wB97M-V/def2-TZVPD

Energy   -1036.72687 hartree
E_LUMO (alpha / beta)   -16.9 / -18.9 eV
Orbital gap (alpha / beta)   6.61 / 4.54 eV
Multiplicity   5
Total charge   +4
Energy above the lowest of the compared OMol25 structures with the same formula, charge and spin   0.0 kJ/mol
HOMO level (alpha / beta)   -23.5 / -23.4 eV

Each line ends with the Löwdin charge.
Cartesian coordinates (Å):
C -2.086 0.011 2.523  0.07
N -1.166 0.089 1.528  -0.07
N -1.531 1.102 0.678  0.08
C -2.595 1.731 1.196  0.15
C -2.983 1.065 2.355  0.22
B -0.779 1.404 -0.646  -0.44
N 0.716 1.519 -0.280  0.00
N 1.390 0.577 0.470  -0.13
C 2.700 0.949 0.495  -0.03
C 2.825 2.181 -0.145  0.08
C 1.560 2.509 -0.606  0.07
Os 0.605 -1.004 1.616  1.70
N -0.967 0.290 -1.731  0.02
N -0.570 -0.973 -1.367  0.08
C -0.795 -1.771 -2.414  0.00
C -1.321 -1.021 -3.498  0.19
C -1.419 0.291 -3.011  0.13
H -0.583 -2.832 -2.365  0.15
H -1.764 1.199 -3.483  0.18
H -1.573 -1.393 -4.470  0.17
H -1.174 2.422 -1.122  0.15
H 1.176 3.366 -1.137  0.17
H -2.985 2.590 0.674  0.19
H 3.727 2.752 -0.254  0.15
H -3.807 1.293 3.001  0.18
H 3.452 0.315 0.944  0.14
H -2.030 -0.764 3.276  0.17
H 1.645 -1.980 -0.190  0.02
C 2.447 -2.243 0.526  -0.01
H 3.378 -1.812 0.148  0.10
H 2.332 -1.886 1.596  0.03
H 2.495 -3.336 0.565  0.11
O -1.031 -3.280 0.697  0.31
N -0.350 -2.405 1.115  -0.15
O 1.062 -0.954 3.315  -0.17

***

7.
Molecular formula: C10H14BrO2S
Method: DFT, wB97M-V/def2-TZVPD

Energy   -3511.61530 hartree
E_LUMO (alpha / beta)   -3.3 / -7.1 eV
Orbital gap (alpha / beta)   5.72 / 5.50 eV
Multiplicity   3
Total charge   +1
Energy above the lowest of the compared OMol25 structures with the same formula, charge and spin   71.3 kJ/mol
HOMO level (alpha / beta)   -9.1 / -12.6 eV

Each line ends with the Löwdin charge.
Cartesian coordinates (Å):
C -1.628 -2.106 -0.305  0.03
C -3.954 -1.598 -0.226  -0.03
C -2.314 0.243 -0.118  -0.16
C -2.907 -2.589 -0.303  -0.29
C -1.370 -0.725 -0.168  -0.31
C -3.635 -0.228 -0.172  -0.52
C 2.207 1.535 0.490  -0.06
C 0.853 0.209 2.068  -0.07
C 0.116 0.554 -2.401  -0.01
C 0.858 0.995 0.811  -0.47
O 1.076 -1.451 -0.536  -0.35
O -3.170 -3.899 -0.288  0.12
S 0.373 -0.215 -0.504  1.00
Br -5.024 1.194 0.113  0.77
H -0.786 -2.784 -0.389  0.13
H -5.025 -1.876 -0.332  0.13
H -2.050 1.260 0.003  0.10
H 2.501 2.422 0.956  0.08
H 2.370 1.495 -0.667  0.12
H 2.916 0.758 0.819  0.10
H 1.374 0.747 2.807  0.09
H 1.617 -0.633 1.924  0.13
H -0.123 -0.038 2.415  0.09
H -0.967 0.747 -2.360  0.05
H 0.432 -0.159 -3.137  0.05
H 0.677 1.529 -2.461  0.07
H 0.078 1.610 0.581  0.08
H -2.600 -4.643 -0.483  0.14

***

8.
Molecular formula: C10H14Cl5F2O14V2
Method: DFT, wB97M-V/def2-TZVPD

Energy   -5830.50352 hartree
E_LUMO (alpha / beta)   -5.8 / -10.6 eV
Orbital gap (alpha / beta)   6.54 / 2.06 eV
Multiplicity   7
Total charge   +1
HOMO level (alpha / beta)   -12.4 / -12.7 eV

Each line ends with the Löwdin charge.
Cartesian coordinates (Å):
O -3.826 -2.924 -16.432  -0.16
V -2.230 -2.790 -16.565  1.04
O -1.481 -4.143 -16.184  -0.18
O -0.589 1.341 -14.762  -0.35
V 0.291 0.272 -15.607  0.86
O 1.435 -0.331 -14.628  -0.34
Cl -1.611 -2.265 -13.090  0.62
O -2.896 -2.713 -13.667  -0.36
O -1.589 -0.819 -12.973  -0.37
O -1.406 -2.910 -11.884  -0.27
O -0.653 -2.503 -14.103  -0.41
C -3.382 -5.889 -11.097  -0.06
C -3.554 -6.093 -12.606  -0.36
O -4.916 -6.307 -12.722  0.14
C -5.425 -6.675 -11.515  -0.53
O -6.440 -7.274 -11.341  0.19
O -4.517 -6.528 -10.524  0.10
F -2.961 -7.226 -12.921  0.09
H -3.399 -4.800 -11.062  0.11
H -2.405 -6.238 -10.762  0.15
H -3.250 -5.392 -13.383  0.16
C -4.216 -1.130 -10.530  -0.03
C -4.785 -0.186 -11.522  -0.36
O -5.559 0.712 -10.764  0.18
C -5.620 0.413 -9.519  -0.61
O -6.231 1.054 -8.707  0.17
O -4.844 -0.662 -9.296  0.08
F -5.524 -0.788 -12.421  0.13
H -3.130 -1.039 -10.497  0.12
H -4.555 -2.165 -10.575  0.15
H -3.958 0.313 -12.027  0.16
Cl 4.041 -3.513 -13.501  0.56
C 2.368 -4.015 -13.786  -0.70
C 2.237 -5.492 -13.579  -0.69
Cl 3.159 -6.427 -14.760  0.57
H 2.218 -3.747 -14.832  0.05
H 1.682 -3.416 -13.188  0.06
H 1.212 -5.862 -13.601  0.07
H 2.566 -5.715 -12.563  0.07
Cl 1.563 2.394 -12.207  0.88
C 0.486 1.318 -11.304  -0.54
C 1.003 1.105 -9.842  -0.57
Cl 0.602 2.500 -8.823  0.80
H 0.684 0.410 -11.874  0.09
H -0.594 1.423 -11.410  0.10
H 2.082 1.002 -9.734  0.09
H 0.690 0.213 -9.300  0.10